No. 1
A cluster of 2 separate species, C20H33FN4O3 in total in a non-equilibrium geometry, computed with wB97M-V/def2-TZVPD.

M (g mol⁻¹): 396.51
HOMO (eV): -8.121
Total energy (eV): -36096.3814
Orbital gap (eV): 8.6
Energy relative to the best compared isomer or geometry (same formula, charge and spin) (eV): 0.663
Structure (SMILES): CNC(=O)[C@H](CC(C)C)NC(C)=O.Fc1cccnc1NCC1CCOCC1

ORCA input file:
```
! RIJCOSX wB97M-V def2-TZVPD def2/J DEFGRID3
* xyz 0 1
C 0.59843 -6.30702 -2.73286
N -0.06398 -5.28121 -3.53961
C 0.03795 -3.95036 -3.43597
O -0.66323 -3.25307 -4.15817
C 1.01904 -3.32006 -2.41345
C 0.98415 -1.77380 -2.39222
C 1.89508 -1.10086 -1.34528
C 1.79686 0.42022 -1.46440
C 1.52544 -1.49430 0.08854
N 2.40847 -3.79592 -2.54101
C 3.13008 -3.82549 -3.66321
C 4.55652 -4.30221 -3.51941
O 2.70898 -3.49226 -4.75920
H 0.66704 -5.99416 -1.68999
H 1.60023 -6.49313 -3.12383
H 0.02530 -7.23424 -2.77913
H -0.68894 -5.58699 -4.26976
H 0.65407 -3.65590 -1.44441
H 1.27018 -1.41301 -3.38183
H -0.04437 -1.45739 -2.21224
H 2.93247 -1.38221 -1.52665
H 2.10070 0.72773 -2.46531
H 0.77202 0.74700 -1.28854
H 2.46127 0.89154 -0.73996
H 2.15840 -0.95098 0.79033
H 0.48025 -1.25365 0.28389
H 1.68841 -2.55943 0.24028
H 2.87076 -4.09566 -1.69994
H 5.05554 -4.20964 -4.48355
H 5.07150 -3.68516 -2.78576
H 4.56122 -5.34326 -3.20423
F -3.86485 2.45568 5.45723
C -4.48952 2.72827 4.28423
C -5.80665 2.31312 4.09458
C -6.41765 2.59515 2.87319
C -5.70479 3.28168 1.88871
N -4.44307 3.68716 2.07543
C -3.84270 3.41756 3.24161
N -2.52763 3.82995 3.38925
C -1.72473 4.32586 2.25649
C -0.26761 3.84619 2.31326
C -0.14014 2.35456 2.70616
C 1.07221 1.67250 2.05902
O 2.14293 2.60704 1.87683
C 1.85526 3.65707 0.93654
C 0.37856 4.07668 0.93549
H -6.33283 1.78044 4.88207
H -7.43945 2.28899 2.67776
H -6.18680 3.49446 0.93936
H -2.04808 3.49095 4.21771
H -2.15022 3.98051 1.30743
H -1.75351 5.42090 2.24443
H 0.26753 4.44459 3.05883
H -0.05309 2.28490 3.79474
H -1.03788 1.80209 2.40933
H 1.40618 0.84015 2.68568
H 0.77947 1.25829 1.08995
H 2.14743 3.34754 -0.07182
H 2.46678 4.52426 1.20471
H 0.29992 5.12997 0.64771
H -0.15489 3.48836 0.18095
*
```



No. 2
A structure of composition C2H7NO2 in a non-equilibrium geometry, computed with wB97M-V/def2-TZVPD.

M (g mol⁻¹): 77.08
HOMO (eV): -9.403
Total energy (eV): -7766.8417
Orbital gap (eV): 9.5
Energy relative to the best compared isomer or geometry (same formula, charge and spin) (eV): 6.684

ORCA input file:
```
! RIJCOSX wB97M-V def2-TZVPD def2/J DEFGRID3
* xyz 0 1
C -0.89861 0.17207 -0.47895
C 1.45581 0.68052 0.94954
N -0.02784 -0.82773 -0.82153
O 0.93740 0.70266 -0.36072
O -1.96729 -1.25995 -0.77487
H -2.07991 -1.35307 -1.73130
H 0.16709 -1.41129 -0.00604
H -1.17357 0.87116 -1.25701
H -1.21901 0.35908 0.54055
H 2.34026 0.03676 1.01350
H 1.74177 1.70007 1.23177
H 0.72392 0.32973 1.69505
*
```



No. 3
The molecule C4H5F3 in a non-equilibrium geometry, computed with wB97M-V/def2-TZVPD.

M (g mol⁻¹): 110.08
Expectation value of S²: 2.0091
HOMO (alpha / beta) (eV): -5.547 / -10.852
Total energy (eV): -12374.9178
Orbital gap (alpha / beta) (eV): 6.5 / 8.8
Energy relative to the best compared isomer or geometry (same formula, charge and spin) (eV): 0.691

ORCA input file:
```
! RIJCOSX wB97M-V def2-TZVPD def2/J DEFGRID3
* xyz 0 3
C -0.13924 1.15738 0.71002
C 0.33793 1.63942 1.83969
C -0.20851 -1.18337 -0.74961
C -0.52102 -0.66242 0.54935
F 0.52572 2.95465 1.91745
F -1.89155 -0.62366 0.80959
F -0.05468 -1.10150 1.73345
H -0.48468 1.68322 -0.10567
H 0.98079 1.12759 2.58827
H 0.75176 -0.83544 -1.08802
H -0.25328 -2.31593 -0.75915
H -1.00899 -0.83706 -1.40492
*
```



No. 4
A cluster of 2 separate species, O2 in total in a non-equilibrium geometry, computed with wB97M-V/def2-TZVPD.

M (g mol⁻¹): 32.00
HOMO (eV): -13.179
Total energy (eV): -4082.7680
Orbital gap (eV): 7.2
Energy relative to the best compared isomer or geometry (same formula, charge and spin) (eV): 7.011

ORCA input file:
```
! RIJCOSX wB97M-V def2-TZVPD def2/J DEFGRID3
* xyz 0 1
O 0.00000 0.00000 1.00924
O 0.00000 0.00000 -1.00924
*
```